(1)
The following is a DFT calculation (the ωB97M-V functional and the def2-TZVPD basis) of a structure of composition C46H30Br2F3N7OSbSr in a non-equilibrium geometry.

Geometry (Å):
Sr -0.530 -0.716 -0.085
C -0.715 2.318 -4.046
C -0.930 1.902 -2.735
N 0.025 1.311 -2.036
C 1.203 1.121 -2.646
C 1.403 1.529 -3.955
N 0.446 2.129 -4.658
C 2.239 0.388 -1.854
C 3.502 0.030 -2.296
C 4.293 -0.806 -1.510
C 3.793 -1.243 -0.290
C 2.557 -0.763 0.135
N 1.841 0.057 -0.626
C 1.968 -1.286 1.394
C 2.704 -2.000 2.379
N 2.058 -2.681 3.294
C 0.737 -2.492 3.387
C 0.285 -1.234 2.960
N 0.958 -0.602 2.013
C 5.617 -1.269 -1.994
C 6.674 -1.459 -1.113
C 7.889 -1.905 -1.613
N 8.101 -2.170 -2.899
C 7.086 -1.986 -3.738
C 5.835 -1.538 -3.340
H -1.499 2.802 -4.614
H -1.887 2.029 -2.244
H 2.346 1.370 -4.464
H 3.873 0.357 -3.258
H 4.346 -1.966 0.292
H 3.787 -2.057 2.382
H 0.171 -3.143 4.041
H -0.519 -0.694 3.451
H 6.574 -1.235 -0.059
H 8.732 -2.051 -0.948
H 7.280 -2.210 -4.780
H 5.043 -1.433 -4.071
C 0.155 2.507 1.920
C -1.326 2.413 1.669
C -2.196 3.323 2.307
C -3.532 3.281 2.050
C -4.037 2.354 1.109
C -5.387 2.306 0.683
Br -6.686 3.440 1.468
C -5.764 1.462 -0.320
C -4.827 0.609 -0.922
Br -5.371 -0.494 -2.357
C -3.506 0.530 -0.502
O -2.632 -0.249 -1.044
C -3.109 1.465 0.530
N -1.771 1.488 0.844
H 0.457 3.550 2.006
H 0.706 2.037 1.108
H 0.427 2.008 2.853
H -1.787 4.056 2.990
H -4.210 3.972 2.532
H -6.789 1.454 -0.664
F 0.482 -9.641 0.567
C 0.386 -8.307 0.563
C -0.866 -7.733 0.663
C -0.967 -6.352 0.655
C 0.180 -5.558 0.549
C 1.434 -6.182 0.473
C 1.544 -7.561 0.471
Sb 0.148 -3.510 0.585
C -2.011 -3.165 0.458
C -2.596 -3.807 -0.638
C -3.967 -3.777 -0.813
C -4.724 -3.107 0.133
F -6.048 -3.069 -0.019
C -4.177 -2.503 1.246
C -2.799 -2.534 1.424
C 0.451 -3.037 -1.581
C 1.639 -3.552 -2.113
C 1.929 -3.416 -3.459
C 1.019 -2.766 -4.279
F 1.319 -2.627 -5.576
C -0.176 -2.264 -3.808
C -0.448 -2.411 -2.451
H -1.736 -8.370 0.745
H -1.942 -5.892 0.736
H 2.338 -5.584 0.424
H 2.498 -8.065 0.410
H -1.968 -4.343 -1.338
H -4.453 -4.254 -1.654
H -4.831 -2.019 1.959
H -2.362 -2.079 2.306
H 2.355 -4.058 -1.476
H 2.841 -3.814 -3.883
H -0.873 -1.776 -4.475
H -1.428 -2.052 -2.121

Summary:
- total charge = +1
- DFT total energy (hartree) = -7947.9249
- HOMO energy (eV) = -9.43
- strongest force on any atom (eV/A) = 3.10
- ΔE to the lowest compared entry with this formula, charge and spin (eV) = 2.3869
- LUMO energy (eV) = -3.978
- Kohn-Sham gap (eV) = 5.4

***

(2)
The following is a DFT calculation (the ωB97M-V functional and the def2-TZVPD basis) of the ion C4H7N2 with charge +1 in a non-equilibrium geometry.

Geometry (Å):
C 0.388 1.273 0.007
C -0.996 1.186 -0.084
C 1.431 0.292 -0.082
C 1.164 -1.167 -0.067
N -2.406 -0.737 0.222
N -1.705 0.100 -0.310
H 0.643 2.328 0.110
H -1.524 2.160 -0.178
H 2.474 0.593 0.153
H 1.203 -1.020 1.024
H 2.052 -1.869 -0.095
H 0.193 -1.771 -0.257
H -2.915 -1.368 -0.444

Summary:
- structure (SMILES) = C/C=C\C=[N+]=N
- total charge = +1
- DFT total energy (hartree) = -265.7114
- HOMO energy (eV) = -13.99
- strongest force on any atom (eV/A) = 2.78
- ΔE to the lowest compared entry with this formula, charge and spin (eV) = 5.3632
- LUMO energy (eV) = -5.883
- Kohn-Sham gap (eV) = 8.1

***

(3)
The following is a DFT calculation (the ωB97M-V functional and the def2-TZVPD basis) of a structure of composition C42H109AlBN7O14 in a non-equilibrium geometry.

Geometry (Å):
Al 0.745 -3.181 1.547
B 0.640 -0.557 0.275
H -0.427 -0.669 0.681
H 1.336 -0.699 1.189
H 0.932 -1.345 -0.507
H 0.852 0.485 -0.145
C -0.915 1.565 -2.246
O -1.702 2.690 -2.663
C -2.561 2.350 -3.737
C -2.929 3.732 -4.352
N -3.646 3.621 -5.607
C -3.835 4.937 -6.214
C -5.006 5.688 -5.595
O -5.220 6.849 -6.410
C -6.484 7.444 -6.257
H -0.313 1.832 -1.385
H -0.299 1.406 -3.136
H -1.537 0.673 -2.131
H -3.454 1.820 -3.394
H -2.105 1.711 -4.501
H -1.971 4.256 -4.456
H -3.460 4.317 -3.601
H -3.382 2.943 -6.301
H -4.159 4.757 -7.240
H -2.910 5.519 -6.160
H -4.815 5.975 -4.560
H -5.851 5.006 -5.708
H -6.766 7.523 -5.200
H -7.283 6.907 -6.772
H -6.356 8.488 -6.540
C 2.061 0.359 -5.597
O 1.947 1.284 -4.544
C 2.388 0.803 -3.298
C 2.589 1.871 -2.267
N 3.102 1.301 -1.010
C 3.694 2.227 -0.055
C 3.854 1.593 1.346
O 4.527 0.349 1.429
C 5.929 0.470 1.278
H 1.457 0.736 -6.420
H 1.826 -0.682 -5.355
H 3.074 0.290 -6.011
H 3.354 0.287 -3.352
H 1.677 0.061 -2.908
H 1.692 2.466 -2.069
H 3.276 2.601 -2.705
H 2.260 0.941 -0.568
H 2.936 3.002 0.134
H 4.575 2.650 -0.536
H 2.794 1.509 1.596
H 4.313 2.289 2.052
H 6.299 -0.540 1.103
H 6.425 0.963 2.117
H 6.160 1.038 0.373
C -3.586 2.040 2.902
O -4.073 1.026 2.091
C -3.369 0.834 0.885
C -4.261 0.191 -0.154
N -4.486 -1.253 0.131
C -5.324 -1.952 -0.854
C -6.756 -1.440 -0.998
O -7.497 -1.584 0.171
C -8.887 -1.584 -0.102
H -3.345 2.987 2.406
H -2.604 1.806 3.344
H -4.196 2.251 3.778
H -2.431 0.312 1.102
H -3.078 1.780 0.411
H -3.829 0.260 -1.155
H -5.242 0.669 -0.193
H -5.162 -1.183 0.894
H -5.435 -2.986 -0.512
H -4.788 -2.006 -1.804
H -7.175 -2.017 -1.832
H -6.724 -0.425 -1.413
H -9.175 -0.692 -0.662
H -9.414 -1.556 0.851
H -9.188 -2.500 -0.614
C 4.005 7.048 3.574
O 2.867 6.468 2.993
C 3.027 5.111 2.609
C 1.676 4.560 2.161
N 1.193 5.046 0.893
C 0.082 4.360 0.286
C -1.218 4.491 1.120
O -1.617 5.812 1.373
C -2.399 5.990 2.542
H 4.138 6.688 4.598
H 3.901 8.131 3.611
H 4.935 6.893 3.016
H 3.454 4.439 3.357
H 3.684 5.132 1.732
H 0.897 4.863 2.875
H 1.705 3.470 2.098
H 1.081 6.050 0.918
H 0.279 3.345 -0.053
H -0.179 4.920 -0.617
H -1.075 3.950 2.064
H -2.041 3.971 0.615
H -3.381 5.517 2.423
H -2.622 7.053 2.583
H -1.977 5.586 3.464
C -0.201 -2.646 -2.362
O -0.570 -3.537 -1.291
C -1.943 -3.860 -1.452
C -2.524 -4.206 -0.075
N -2.327 -3.133 0.896
C -2.944 -3.629 2.146
C -2.823 -2.603 3.224
O -1.442 -2.297 3.377
C -1.289 -1.134 4.200
H -0.318 -3.083 -3.357
H 0.856 -2.441 -2.214
H -0.732 -1.693 -2.349
H -2.060 -4.640 -2.211
H -2.554 -3.054 -1.876
H -2.202 -5.203 0.222
H -3.577 -4.318 -0.363
H -2.888 -2.290 0.701
H -2.484 -4.574 2.443
H -4.013 -3.849 2.048
H -3.360 -2.995 4.095
H -3.431 -1.716 3.016
H -1.730 -1.269 5.188
H -1.826 -0.313 3.717
H -0.232 -0.885 4.212
C 3.137 -5.936 2.745
O 3.298 -4.566 2.331
C 4.237 -3.915 3.172
C 4.324 -2.431 2.832
N 3.065 -1.737 2.504
C 2.556 -1.059 3.712
C 2.190 -2.032 4.803
O 1.430 -3.121 4.319
C 1.182 -4.092 5.320
H 2.550 -5.960 3.669
H 4.096 -6.379 3.010
H 2.539 -6.483 2.021
H 5.269 -4.235 2.996
H 4.117 -4.009 4.255
H 4.749 -2.375 1.821
H 5.023 -1.849 3.437
H 3.375 -0.968 1.901
H 1.665 -0.507 3.402
H 3.298 -0.392 4.160
H 1.692 -1.475 5.604
H 3.110 -2.356 5.305
H 0.696 -4.994 4.952
H 0.718 -3.642 6.198
H 2.176 -4.469 5.593
C 6.951 -3.290 -1.154
O 5.775 -2.778 -0.573
C 4.976 -1.961 -1.412
C 3.549 -1.937 -0.844
N 3.097 -3.258 -0.315
C 2.959 -4.194 -1.414
C 2.448 -5.587 -1.058
O 1.205 -5.598 -0.311
C 0.509 -6.813 -0.493
H 7.198 -4.168 -0.551
H 7.769 -2.572 -1.106
H 6.762 -3.751 -2.128
H 4.930 -2.335 -2.437
H 5.278 -0.912 -1.380
H 2.863 -1.653 -1.639
H 3.505 -1.249 -0.005
H 3.948 -3.603 0.132
H 3.968 -4.384 -1.801
H 2.353 -3.782 -2.221
H 3.093 -6.103 -0.343
H 2.402 -6.119 -2.008
H 0.883 -7.564 0.212
H 0.502 -7.162 -1.524
H -0.511 -6.656 -0.136

Summary:
- total charge = +2
- DFT total energy (hartree) = -3368.4854
- HOMO energy (eV) = -11.30
- strongest force on any atom (eV/A) = 3.67
- ΔE to the lowest compared entry with this formula, charge and spin (eV) = 0.5447
- LUMO energy (eV) = -9.814
- Kohn-Sham gap (eV) = 1.5